[1]
Below is C9H22BrCuNO5P as an isolated structure at a distorted geometry, with properties calculated with wB97M-V/def2-TZVPD.

Results
Net charge = 0
Orbital gap = 7.5 eV
F_max = 2.76 eV Å⁻¹
DFT total energy = -5343.01811 Ha
ΔE to the lowest compared entry with this formula, charge and spin = 0.0000 eV
HOMO level = -8.74 eV
LUMO = -1.226 eV

XYZ file:
```
40
Properties=species:S:1:pos:R:3:forces:R:3:nbo_charge:R:1
Cu -0.957277 2.833064 0.639863 0.13 -1.99 -0.51 0.87
Br -0.788062 0.167147 1.393264 -0.11 1.56 -0.14 -0.86
C -0.492987 -2.157025 4.539949 -0.01 -0.29 0.12 0.53
O -1.264378 -3.094104 4.592128 -0.07 0.02 -0.09 -0.63
N 0.479091 -1.923706 5.451961 0.54 0.02 0.26 -0.44
C 1.276118 -0.735019 5.399898 0.17 1.44 0.21 -0.41
C 0.710615 -2.794609 6.601077 -0.61 0.80 -0.11 -0.42
H -0.491186 -1.403919 3.740173 -0.14 0.01 -0.08 0.14
H 1.096319 -0.088782 4.537535 -0.51 -0.43 -0.19 0.23
H 2.365764 -0.839891 5.388282 -0.07 -0.73 0.19 0.19
H 1.028165 -0.112670 6.268887 0.19 0.01 0.05 0.18
H 1.667074 -3.290587 6.454969 -0.19 -0.56 0.22 0.20
H 0.750980 -2.215735 7.528814 0.29 0.32 -0.17 0.19
H -0.177967 -3.403239 6.749083 0.38 -0.63 -0.43 0.24
C -3.752537 -0.861438 -2.505224 -0.48 -0.52 -0.31 -0.63
C -2.471315 -0.267300 -1.985134 -0.83 -0.50 1.47 -0.09
O -1.845220 0.453891 -3.037215 1.55 1.38 -0.11 -0.79
P -0.623668 1.427422 -2.680048 0.32 -0.29 -1.59 2.62
O -0.842151 2.303133 -1.507659 0.18 0.07 0.62 -1.21
O 0.696411 0.527438 -2.719340 -0.80 0.97 1.06 -0.82
C 1.478658 0.291289 -1.527973 0.59 -1.56 0.06 -0.08
C 1.344268 -1.197868 -1.188872 0.28 0.62 0.94 -0.64
O -0.370798 2.241927 -4.034972 -1.67 -0.25 0.40 -0.80
C 0.675416 3.208678 -4.076256 2.24 -1.60 -0.05 -0.06
C 1.857522 2.642640 -4.927131 -1.00 1.55 -0.22 -0.62
H -4.265177 -1.355652 -1.677474 -0.13 0.24 0.03 0.22
H -4.391320 -0.100243 -2.956464 -0.03 0.20 0.39 0.21
H -3.694149 -1.621896 -3.288139 0.69 0.00 0.07 0.21
H -2.719423 0.348276 -1.109641 -0.03 0.64 -0.54 0.20
H -1.822997 -0.977815 -1.458008 0.30 -0.31 -0.90 0.20
H 2.511531 0.535366 -1.783699 -0.07 0.04 -0.14 0.18
H 1.200892 0.879398 -0.653528 -0.41 0.19 -0.30 0.21
H 2.070977 -1.439723 -0.406465 0.18 -0.04 -0.21 0.22
H 0.397314 -1.366798 -0.675862 -0.19 -0.10 -0.41 0.23
H 1.490033 -1.851855 -2.043434 -0.04 0.08 -0.09 0.21
H 0.382003 4.164736 -4.496899 -0.59 -0.10 0.10 0.20
H 1.095062 3.334933 -3.076498 -0.35 0.38 0.15 0.17
H 1.552689 2.645278 -5.974266 0.02 -0.29 -0.03 0.21
H 2.612162 3.429982 -4.848608 0.39 -0.35 -0.01 0.21
H 2.231550 1.665275 -4.647077 -0.09 0.03 0.30 0.23
```
Forces are in eV/Å.

---

[2]
Below is C9H22ClI2N2P2Y as an isolated structure at a distorted geometry, with properties calculated with wB97M-V/def2-TZVPD.

Results
Net charge = +2
Orbital gap (spin up / spin down) = 5.8 / 4.9 eV
F_max = 1.70 eV Å⁻¹
DFT total energy = -2241.56906 Ha
HOMO level (spin up / spin down) = -13.72 / -13.40 eV
LUMO (spin up / spin down) = -7.899 / -8.464 eV

XYZ file:
```
39
Properties=species:S:1:pos:R:3:forces:R:3:nbo_charge:R:1
I 0.176647 -1.064483 1.192028 -0.76 -1.07 -0.50 0.40
I 0.461778 1.521512 1.166584 -0.92 1.42 -0.13 0.08
Y 0.917022 0.116462 -3.614909 0.31 0.15 -0.52 1.52
P 2.759830 -0.409921 1.048429 0.86 -0.48 0.23 1.11
C 2.917421 -0.584162 2.826609 0.01 0.12 -0.01 -0.99
C 3.551692 -1.884455 0.414130 0.56 -0.02 -0.17 -1.00
H 4.574608 -1.828259 0.844641 -0.40 -0.49 -0.53 0.26
H 4.816943 0.660868 1.074496 -0.20 0.51 -0.32 0.26
H 3.568498 -1.850492 -0.689356 0.21 -0.19 0.51 0.26
H 3.834233 1.265609 -0.342097 0.18 -0.02 0.48 0.26
H 2.311150 -1.407468 3.197508 0.21 -0.03 0.09 0.26
H 3.024993 -2.787639 0.766463 0.30 0.37 -0.16 0.27
C 3.823349 1.007526 0.729352 0.55 0.02 -0.29 -0.98
H 3.979023 -0.773193 2.964451 0.11 0.00 0.52 0.26
H 3.480764 1.861449 1.331387 0.24 -0.33 -0.26 0.27
H 2.615691 0.346367 3.308400 0.13 -0.09 0.13 0.26
P -2.129165 0.362441 -1.496569 -1.44 0.19 -0.56 0.69
C -3.747754 0.421517 -0.593200 0.62 -0.23 0.87 -0.89
C -2.474818 1.901483 -2.437267 0.49 0.19 -0.09 -0.92
H -1.931951 -1.030516 -3.480241 -0.53 -0.21 -0.08 0.17
H -3.637474 -0.425699 -3.274547 0.49 -0.29 0.13 0.25
H -3.007961 -1.765813 -2.237357 0.17 0.22 -0.42 0.26
C -2.748216 -0.827498 -2.755779 0.41 -0.29 -0.07 -0.91
H -1.614155 2.113722 -3.099293 -0.43 0.30 -0.01 0.19
H -3.401961 1.804011 -3.028992 0.46 0.15 0.24 0.25
H -4.545260 0.523475 -1.330393 0.07 0.01 0.01 0.24
H -3.755713 1.277739 0.088741 -0.07 -0.20 -0.05 0.25
H -2.572882 2.720038 -1.708072 0.11 -0.08 -0.42 0.26
H -3.895641 -0.494698 -0.007214 -0.03 0.28 -0.10 0.25
Cl 2.718108 0.361062 -5.212373 -0.86 -0.12 0.86 -0.61
N -1.789974 0.732624 3.560985 0.65 1.06 0.10 -0.34
C -2.274490 0.326526 4.756219 -0.24 -0.78 0.10 -0.02
C -2.846234 -0.937762 4.534331 0.43 1.05 0.12 -0.32
C -2.642164 -1.181712 3.168167 0.23 1.38 0.00 -0.05
N -2.043529 -0.121346 2.572612 -0.34 -1.45 0.48 -0.37
H -1.060261 1.444010 3.347460 -1.43 -0.49 0.68 0.41
H -2.222130 0.942939 5.658517 0.11 -0.35 -0.51 0.25
H -3.344820 -1.543349 5.276156 0.07 0.01 -0.17 0.26
H -2.857474 -2.056267 2.590752 -0.34 -0.20 -0.18 0.22
```
Forces are in eV/Å.

---

[3]
Below is C9H22CuF3N2O13S3 as an isolated structure at a distorted geometry, with properties calculated with wB97M-V/def2-TZVPD.

Results
Net charge = -3
Orbital gap (spin up / spin down) = 4.3 / 4.3 eV
F_max = 3.86 eV Å⁻¹
DFT total energy = -4578.31545 Ha
Expectation value of S² = 0.753
ΔE to the lowest compared entry with this formula, charge and spin = 2.0906 eV
HOMO level (spin up / spin down) = 1.47 / 1.50 eV
Spin multiplicity = 2
LUMO (spin up / spin down) = 5.778 / 5.777 eV

XYZ file:
```
53
Properties=species:S:1:pos:R:3:forces:R:3:mulliken_spin:R:1
Cu 7.812841 -1.516212 -22.296901 0.76 -0.93 -2.18 0.77
S 6.221920 -1.385123 -25.199206 -0.45 -3.16 -2.17 -0.01
O 7.303271 -1.892379 -26.038457 0.35 0.42 0.33 0.00
O 6.177497 0.077131 -25.243512 -0.16 2.53 0.09 0.00
O 4.946749 -1.920635 -25.706232 -0.69 0.23 0.28 0.01
O 6.349906 -1.841077 -23.775875 0.65 0.45 1.60 0.04
S 9.944250 -2.990706 -23.494463 0.44 -1.67 -0.74 -0.02
O 9.445468 -1.597274 -23.657481 -0.59 2.71 -0.39 0.14
O 11.352697 -3.018065 -23.081728 0.92 0.52 0.08 0.01
O 9.093849 -3.392646 -22.382329 -1.27 -1.43 2.24 0.03
O 9.744766 -3.821472 -24.682887 0.21 0.44 0.16 0.01
C 6.158013 -5.043963 -19.311664 -0.30 0.81 -1.18 0.00
F 5.239288 -5.973145 -18.967378 -0.24 -0.03 0.05 0.00
F 6.586580 -4.501986 -18.160306 0.24 0.12 0.35 0.00
F 7.173102 -5.692761 -19.868603 0.32 -0.27 0.07 0.00
S 5.471436 -3.713046 -20.516470 1.34 -0.18 -0.69 0.00
O 4.745839 -4.506720 -21.479807 -0.52 0.07 0.84 0.00
O 4.755384 -2.872912 -19.573965 -0.55 -0.11 -0.03 0.00
O 6.659921 -3.097757 -21.094822 -0.47 -0.45 1.12 0.00
C 7.645246 2.890261 -24.355936 0.02 2.01 -1.43 0.00
C 8.518927 1.840218 -23.702624 -1.57 0.31 -0.73 0.00
C 9.362079 2.591314 -22.695004 0.80 -0.83 0.94 0.00
O 10.374625 1.727554 -22.186880 0.50 -0.55 0.56 0.00
C 11.557829 2.390474 -21.778026 -0.90 -0.66 -0.28 0.00
N 7.547152 0.812636 -23.188639 1.76 1.70 0.88 0.00
H 6.968579 2.623230 -25.170620 0.15 -1.11 0.27 0.00
H 8.289515 3.622460 -24.882275 -0.05 0.27 0.40 0.00
H 6.986220 3.441006 -23.669774 0.32 -0.02 0.32 0.00
H 9.174450 1.503936 -24.509026 0.00 -0.82 0.39 0.00
H 8.775775 2.937251 -21.829005 -0.30 0.10 -0.12 0.00
H 9.894174 3.463806 -23.091406 -0.40 0.10 -0.53 0.00
H 11.277985 3.185695 -21.079040 0.41 0.48 -0.23 0.00
H 12.087326 2.678977 -22.689276 0.16 0.73 0.18 0.00
H 12.218419 1.704399 -21.247213 -0.26 -0.28 0.00 0.00
H 6.885491 1.455339 -22.744296 -0.13 -0.46 0.43 0.00
H 7.000268 0.573852 -24.049289 -0.05 -0.77 -0.29 0.00
C 8.960489 0.464705 -18.443592 -0.76 0.88 0.03 0.00
C 8.127169 -0.365393 -19.416558 0.66 -1.10 -0.71 0.00
C 6.816211 0.306563 -19.841446 1.29 0.19 -0.76 0.00
O 6.183037 -0.474814 -20.819715 -0.30 0.36 0.94 0.00
C 4.968898 0.113501 -21.265953 0.74 -0.38 -0.62 0.00
N 8.999526 -0.636104 -20.588752 -0.15 0.68 -0.02 0.01
H 9.933747 0.036105 -18.211021 -0.22 -0.41 0.26 0.00
H 8.408575 0.788800 -17.551810 0.20 -0.36 0.17 0.00
H 9.211380 1.403684 -18.956225 -0.09 0.00 -0.10 0.00
H 7.860898 -1.386859 -19.119278 -0.03 0.27 0.73 0.00
H 7.090143 1.259005 -20.325713 -0.08 0.32 0.21 0.00
H 6.227792 0.519728 -18.942819 -0.40 -0.19 -0.07 0.00
H 5.208415 1.067649 -21.746693 -0.26 0.25 0.19 0.00
H 4.264507 0.229851 -20.441884 -0.10 -0.01 0.06 0.00
H 4.595716 -0.536072 -22.055737 -0.12 -0.13 0.11 0.00
H 9.864962 -1.070418 -20.271169 -0.44 -0.92 -0.15 0.00
H 9.399949 0.253680 -20.872060 -0.38 0.32 -0.84 0.00
```
Forces are in eV/Å.